Record 1
Computed, not measured: a cluster of 2 separate species, C14H30NO6 in total at a distorted geometry, with the ωB97M-V functional and the def2-TZVPD basis.

Output
Total charge = +1
ΔE to the lowest compared entry with this formula, charge and spin = 7.8390 eV
HOMO energy = -11.7 eV

```
51
Properties=species:S:1:pos:R:3:forces:R:3
C -1.1728 0.3467 6.6122 -0.15 -0.37 -0.16
C -1.7601 -1.1242 6.1111 -4.59 -3.64 2.95
O -2.7343 -1.7567 6.8168 6.74 4.31 -4.73
O -1.2507 -1.8640 4.9260 -0.42 3.20 1.49
C -0.8668 -0.9263 3.8430 -0.43 1.42 -1.12
C -0.8655 -1.6233 2.3387 -0.59 0.34 0.34
C -1.6515 -0.6640 1.2214 -0.05 -1.08 0.06
C -0.5907 0.2328 0.3399 0.09 -1.89 0.11
O -0.9857 1.6441 0.1723 1.11 0.44 2.96
C -0.5844 2.4726 1.3225 6.18 3.02 0.43
O 0.6350 3.0789 1.3029 -7.87 -4.24 -0.33
C -1.5130 2.7944 2.6489 -0.87 1.09 -0.35
C -3.1233 2.9493 2.2925 0.28 0.37 0.51
O -3.8799 1.8600 2.9792 -0.13 0.28 -3.46
H -0.1056 0.1942 7.1132 -2.43 0.19 -1.00
H -1.9675 0.7912 7.3729 1.86 -1.25 -1.61
H -1.0372 1.1205 5.7444 -0.31 -1.68 1.51
H 0.1605 -0.3809 4.0310 -1.91 -1.26 -0.12
H -1.7103 -0.0994 3.8155 1.72 -1.58 -0.03
H -1.4825 -2.6183 2.4295 1.53 1.82 -0.20
H 0.2425 -1.7821 1.9568 -2.35 -0.04 0.91
H -2.4838 -0.0457 1.7639 1.74 -0.89 -1.08
H -2.2188 -1.4117 0.4846 1.24 1.73 1.54
H 0.4913 0.0980 0.8260 -2.27 0.71 -1.04
H -0.5517 -0.2790 -0.7378 -0.03 1.59 2.27
H -1.3712 2.0348 3.5329 -0.22 1.19 -2.08
H -1.1847 3.8561 3.0854 -0.25 -2.49 -1.30
H -3.2844 2.9456 1.1243 0.28 -0.06 2.40
H -3.5378 3.9682 2.7418 1.07 -2.13 -1.06
H -4.3931 1.4291 2.2083 1.01 0.84 2.15
C 2.2399 -2.3485 -3.8967 0.19 0.17 -0.39
N 2.1410 -1.1327 -4.8187 -0.13 -0.09 0.03
C 1.4207 -1.5628 -6.0952 0.26 0.28 0.50
C 3.5391 -0.6600 -5.1804 -0.53 -0.09 0.17
C 1.3078 0.0007 -4.1635 0.49 -0.36 0.38
C 1.9099 0.5909 -2.8752 0.01 -0.11 0.05
O 2.0282 -0.3962 -1.8604 0.22 0.11 0.26
H 2.5947 -3.1973 -4.4894 -0.14 0.22 -0.02
H 2.9667 -2.1475 -3.1071 -0.41 0.08 -0.11
H 1.2467 -2.5613 -3.4908 0.29 0.10 -0.03
H 2.0000 -2.3592 -6.5718 -0.12 0.19 0.15
H 1.3490 -0.6978 -6.7611 -0.01 -0.19 0.15
H 0.4244 -1.9252 -5.8251 0.23 0.09 -0.06
H 4.0846 -0.4199 -4.2646 -0.16 -0.05 -0.20
H 3.4475 0.2239 -5.8183 0.05 -0.19 0.11
H 4.0495 -1.4676 -5.7134 -0.15 0.17 0.11
H 0.3217 -0.4303 -3.9540 0.24 0.02 -0.08
H 1.2000 0.7898 -4.9171 0.09 -0.19 0.17
H 1.2454 1.3777 -2.5025 -0.07 0.10 -0.45
H 2.8911 1.0367 -3.0565 -0.06 0.13 -0.23
H 2.3701 0.0456 -1.0581 -0.31 -0.33 -0.51
```
Forces are in eV/Å.

---

Record 2
Computed, not measured: a cluster of 6 separate species, C35H67NO19 in total at a distorted geometry, with the ωB97M-V functional and the def2-TZVPD basis.

Output
Total charge = 0
HOMO energy = -9.5 eV
SMILES = CCO[C@H]1NC(=O)[C@H](C)[C@@]1(CCCC(=O)O)[C@@H](C)CC.CCOC(=O)OC.CCOC(=O)OC.CCOC(=O)OC.CCOC(=O)OC.CCOC(=O)OC

```
122
Properties=species:S:1:pos:R:3:forces:R:3
C -1.6929 -0.3588 -0.2950 -0.14 -0.38 0.59
C -1.5489 1.2355 -0.4130 0.86 -0.46 1.64
O -2.6268 1.8897 -1.1222 1.84 -1.35 -1.04
C -2.7160 1.4795 -2.5002 -1.11 -0.27 -1.83
N -4.2123 1.2884 -2.6590 -1.34 2.54 0.49
C -4.8510 2.2120 -3.6179 1.19 0.85 -0.55
O -6.0527 2.5050 -3.7808 4.08 -1.31 0.89
C -3.5638 2.7140 -4.4727 -1.18 -0.25 -2.31
C -3.7681 1.8267 -5.8351 0.15 0.52 0.25
C -2.1748 2.4842 -3.6597 -1.24 0.88 0.51
C -0.9793 1.8055 -4.5122 -0.05 -0.27 0.12
C 0.2315 1.2572 -3.5971 0.28 -0.01 -1.06
C 1.3087 2.3644 -3.1779 -0.02 -0.75 0.04
C 2.2823 2.8346 -4.3482 3.28 1.22 1.67
O 3.4057 3.2887 -4.0001 -4.04 -1.70 -1.71
O 1.9275 2.7532 -5.7237 0.38 -0.90 2.09
C -1.7696 3.9115 -2.9807 -0.44 0.53 -0.18
C -1.0483 4.8919 -4.0479 -0.16 -0.91 -0.30
C -3.0567 4.7280 -2.4387 0.53 0.69 -0.23
C -2.5263 5.8920 -1.4546 0.37 0.00 -0.16
H -0.6748 -0.8830 -0.1778 -1.47 0.95 -0.27
H -2.2384 -0.8540 -1.1625 0.79 0.81 0.98
H -2.2956 -0.6300 0.6515 0.90 0.52 -1.49
H -0.4977 1.5391 -0.7869 -1.73 -0.42 0.18
H -1.5927 1.6367 0.6685 -0.05 -0.44 -1.78
H -2.2749 0.4822 -2.8299 -0.24 1.04 1.46
H -4.5564 1.7021 -1.7648 -0.16 -1.30 -0.39
H -3.7051 3.7718 -4.9101 0.21 -1.51 1.26
H -3.4297 0.7495 -5.6753 -0.43 1.44 -0.42
H -3.1829 2.3636 -6.6704 -0.84 -1.24 1.14
H -4.8915 1.8297 -6.0942 1.83 0.05 0.34
H -0.5704 2.5326 -5.3090 -0.64 -1.08 1.39
H -1.3428 0.8915 -5.1177 0.22 1.47 1.09
H 0.7970 0.4994 -4.2631 -0.80 1.12 1.06
H -0.1314 0.6309 -2.6989 0.54 1.26 -1.33
H 1.9828 1.8766 -2.3778 -0.77 0.97 -1.40
H 0.8794 3.3006 -2.6948 0.41 -1.24 -0.73
H 2.5410 2.0892 -6.1071 -0.25 0.78 0.08
H -1.1152 3.7274 -2.0463 -0.84 0.22 -1.58
H -0.9366 5.9615 -3.6790 -0.09 -1.50 -0.34
H -1.6925 4.9229 -5.0048 0.95 -0.04 1.43
H -0.0285 4.4669 -4.3533 -1.41 0.86 0.42
H -3.8148 4.0793 -1.8917 1.08 0.78 -0.71
H -3.5927 5.2163 -3.3363 0.82 -0.82 1.43
H -3.0185 6.9097 -1.6660 0.50 -1.66 0.55
H -2.6647 5.5601 -0.3740 0.05 0.68 -1.36
H -1.3945 6.0776 -1.5914 -1.75 -0.41 0.16
C -0.7526 -3.4985 6.1913 -0.32 -0.01 -0.02
C -0.0352 -2.2290 5.7739 0.25 -0.42 0.47
O -0.6934 -1.6131 4.6590 -0.30 0.50 -0.03
C -1.7905 -0.9011 4.9560 0.04 -0.28 -0.04
O -2.2491 -0.7337 6.0643 0.30 0.02 -0.64
O -2.3060 -0.4303 3.8064 0.39 -0.14 0.46
C -3.5334 0.2771 3.9713 -0.46 0.28 -0.08
H -0.8740 -4.1700 5.3377 0.17 0.03 0.05
H -0.1961 -4.0167 6.9751 0.00 0.05 -0.07
H -1.7539 -3.2792 6.5688 0.13 0.05 0.05
H 0.9770 -2.4748 5.4441 -0.19 0.18 -0.25
H 0.0588 -1.5263 6.6062 -0.20 0.01 -0.15
H -3.4412 1.0630 4.7235 -0.02 -0.19 0.02
H -4.3292 -0.4205 4.2385 0.07 0.14 0.06
H -3.7854 0.7428 3.0178 0.24 -0.18 0.00
C 6.5923 4.4862 -3.0502 0.20 0.25 -0.02
C 5.9894 3.8587 -1.8085 -0.36 0.06 -0.62
O 6.9789 3.7097 -0.7801 0.10 0.22 0.55
C 7.2644 4.8214 -0.0857 0.01 -0.10 -0.36
O 6.7601 5.9065 -0.2451 0.18 -0.37 0.19
O 8.2291 4.5245 0.8011 -0.34 -0.01 -0.18
C 8.6892 5.6472 1.5501 0.22 0.28 0.30
H 7.4725 3.9257 -3.3756 -0.13 -0.09 0.00
H 5.8639 4.5088 -3.8632 0.01 -0.07 0.11
H 6.9210 5.5096 -2.8543 -0.13 -0.06 0.04
H 5.6298 2.8552 -2.0470 0.21 0.03 0.25
H 5.1317 4.4299 -1.4437 0.23 0.04 0.07
H 7.8601 6.1785 2.0211 0.05 -0.01 -0.20
H 9.2578 6.3181 0.9025 -0.18 0.04 0.06
H 9.3512 5.2772 2.3339 -0.10 -0.20 -0.20
C 2.6927 -5.6167 -2.1528 -0.09 0.06 -0.32
C 1.6646 -5.5685 -1.0389 0.54 -0.42 0.03
O 0.7470 -4.4847 -1.2366 -0.53 0.06 -0.09
C -0.2272 -4.7069 -2.1324 0.32 -0.02 -0.03
O -0.3946 -5.7237 -2.7603 -0.05 0.39 0.25
O -0.9679 -3.5906 -2.2296 0.19 -0.27 0.16
C -1.9930 -3.6620 -3.2191 -0.37 0.09 -0.28
H 3.1870 -4.6482 -2.2626 0.04 -0.08 0.16
H 3.4470 -6.3798 -1.9496 -0.04 0.07 0.05
H 2.2236 -5.8447 -3.1128 -0.02 -0.09 0.13
H 2.1683 -5.3839 -0.0871 -0.24 0.24 -0.08
H 1.1302 -6.5173 -0.9418 -0.10 0.18 -0.16
H -2.6169 -4.5472 -3.0830 0.19 0.02 -0.07
H -1.5479 -3.6544 -4.2164 -0.07 -0.16 0.07
H -2.6223 -2.7772 -3.1127 0.22 -0.01 0.18
C 7.7680 -8.6560 1.3869 0.13 0.20 0.21
C 7.0982 -8.0923 0.1483 0.30 -0.57 0.02
O 6.4071 -6.8735 0.4511 0.00 0.46 -0.17
C 7.1761 -5.7767 0.5396 0.03 -0.19 0.18
O 8.3712 -5.7344 0.3777 -0.46 0.05 -0.01
O 6.3887 -4.7393 0.8668 0.13 -0.36 -0.22
C 7.0987 -3.5202 1.0789 0.13 0.48 0.08
H 7.0460 -8.7605 2.2006 -0.03 -0.11 -0.14
H 8.2104 -9.6320 1.1764 -0.07 0.06 -0.02
H 8.5573 -7.9911 1.7448 -0.01 -0.06 -0.14
H 6.3462 -8.7986 -0.2116 -0.14 0.32 0.06
H 7.8140 -7.9416 -0.6642 -0.04 0.19 0.17
H 7.7444 -3.2829 0.2315 0.02 -0.15 0.14
H 7.6815 -3.5852 2.0002 0.08 -0.02 -0.17
H 6.3649 -2.7209 1.1876 -0.11 -0.29 -0.02
C -10.3637 0.5892 7.4406 0.18 -0.10 0.25
C -9.8408 0.4768 6.0212 -0.61 -0.03 0.14
O -8.4339 0.7453 5.9724 0.37 -0.26 -0.14
C -7.6378 -0.2674 6.3510 -0.11 0.15 0.18
O -8.0037 -1.3606 6.7089 0.17 0.36 -0.20
O -6.3650 0.1554 6.2882 -0.50 -0.10 -0.16
C -5.4128 -0.8032 6.7504 0.55 -0.15 0.19
H -10.0939 1.5552 7.8744 -0.11 0.01 -0.14
H -11.4502 0.4808 7.4616 0.07 0.03 -0.04
H -9.9293 -0.1806 8.0823 -0.08 -0.02 -0.13
H -10.3258 1.2288 5.3943 0.35 0.03 -0.01
H -10.0653 -0.5001 5.5847 0.21 0.03 0.13
H -5.5407 -1.7656 6.2504 -0.15 0.07 0.14
H -5.4978 -0.9176 7.8333 -0.10 -0.14 -0.12
H -4.4159 -0.4259 6.5178 -0.34 0.11 0.06
```
Forces are in eV/Å.

---

| no. | frontier orbital gap (eV) |
| --- | --- |
| 1 | 9.009 |
| 2 | 9.703 |